Density functional theory data (ωB97M-V with the def2-TZVPD basis set) for a 6-piece molecular cluster, C10H9Cl15F8O overall in a non-equilibrium geometry.

The geometry in ORCA input format:
```
! wB97M-V def2-TZVPD RIJCOSX def2/J DEFGRID3
* xyz 0 1
Cl -0.567 1.777 -7.663
Cl 2.173 0.855 -7.895
Cl -2.866 -0.486 -5.825
Cl 0.587 1.763 -3.151
Cl -4.859 -1.628 -4.032
Cl -0.580 -3.397 -0.446
Cl -2.629 3.286 2.723
Cl 1.577 -4.226 -2.224
Cl -2.424 4.655 0.169
Cl -0.191 3.124 1.224
Cl 1.960 -1.829 -0.618
Cl 0.169 -0.936 -6.890
Cl -5.462 0.814 -5.472
Cl -1.916 1.016 -1.934
Cl -0.325 -1.031 -3.279
F 3.691 0.395 3.941
F -0.473 -0.555 1.227
F 2.789 -0.906 6.303
F 1.235 -2.563 2.506
F 2.395 2.082 4.433
F -1.220 -0.120 3.253
F 3.620 1.115 6.696
F -0.926 -2.889 2.557
O 1.469 0.092 4.137
C 2.579 0.770 4.579
C 1.122 0.216 2.783
C 2.650 0.410 6.076
C -0.163 -0.602 2.551
C 0.698 0.774 -6.941
C 1.142 -3.429 -0.696
C -1.955 3.229 1.103
C -4.178 -0.140 -4.689
C -0.291 0.454 -2.323
C 0.061 -2.045 3.003
H 0.087 -2.121 4.094
H 0.824 1.249 2.564
H -3.792 0.418 -3.847
H -2.350 2.348 0.614
H 1.706 0.710 6.542
H 1.602 -3.989 0.107
H 0.928 1.133 -5.946
H 0.220 0.300 -1.381
H 1.884 -0.093 2.066
*
```

Summary:
SMILES string: FC(F)C(F)(F)COC(F)(F)C(F)F.ClC(Cl)Cl.ClC(Cl)Cl.ClC(Cl)Cl.ClC(Cl)Cl.ClC(Cl)Cl
E_LUMO in eV: 0.18
Max |F| in eV Å⁻¹: 1.82
Molar mass in g/mol: 828.96
Gap between HOMO and LUMO in eV: 11.06
Energy relative to the best compared isomer or geometry (same formula, charge and spin) in eV: 0.006